This record from OMol25 describes 2 unconnected molecules or ions with the total composition CHF2IO. The level of theory is the ωB97M-V functional and the def2-TZVPD basis.

Values from the calculation:
Gap between HOMO and LUMO in eV: 10.25
Charge: 0
Energy above the lowest of the compared OMol25 structures with the same formula, charge and spin in eV: 0.369
2S+1: 1
LUMO in eV: 0.09
SMILES string: O=C(F)I.F
Maximum force in eV/A: 4.0

Last column: natural (NBO) charge in e.
Geometry (Å):
O  1.846  1.565  -1.214  -0.5075
C  2.382  1.295  -0.209  0.7485
F  2.483  2.098  0.840  -0.3199
I  3.504  -0.496  0.131  0.0786
F  0.441  -1.061  0.870  -0.5716
H  -0.214  -1.784  1.155  0.5718